{"formula": "C21H42ClINO6", "method": "ωB97M-V/def2-TZVPD", "e_tot_ev": -56851.6986, "orbital_gap_ev": 3.9, "e_lumo_ev": 1.80, "charge": -1, "elements": ["C", "C", "O", "C", "N", "C", "C", "O", "C", "I", "C", "C", "C", "Cl", "H", "H", "H", "H", "H", "H", "H", "H", "H", "H", "H", "H", "H", "H", "H", "H", "H", "H", "C", "C", "O", "C", "H", "H", "H", "H", "H", "H", "C", "C", "O", "C", "H", "H", "H", "H", "H", "H", "C", "C", "O", "C", "H", "H", "H", "H", "H", "H", "C", "C", "O", "C", "H", "H", "H", "H", "H", "H"], "xyz": [[1.9391, 3.9328, -3.1143], [1.2806, 2.4075, -2.9997], [0.2456, 2.2121, -4.0283], [0.6865, 2.2651, -1.4630], [1.8017, 2.2150, -0.4362], [2.4294, 0.8044, -0.4019], [3.8603, 0.8503, -1.1743], [4.0528, -0.0887, -2.2752], [3.6230, -1.4568, -1.9678], [4.6924, -2.2746, -0.1997], [4.0688, -2.4438, -3.2044], [3.3542, -2.1237, -4.6427], [2.0694, -1.1085, -4.5806], [4.5885, -1.4262, -5.8414], [1.8655, 4.4441, -2.0448], [1.3570, 4.5547, -3.9209], [3.0773, 3.8061, -3.4375], [2.1346, 1.6250, -3.2266], [0.7079, 1.7405, -4.7824], [-0.0613, 1.3596, -1.4182], [0.0253, 3.2404, -1.2891], [1.3821, 2.4196, 0.4980], [2.6330, 0.5713, 0.7479], [1.6163, 0.0932, -0.8429], [3.9638, 1.9442, -1.6416], [4.7250, 0.7881, -0.3589], [3.8334, -3.5751, -2.9130], [5.2466, -2.4019, -3.3909], [2.9350, -3.1657, -5.0468], [2.4668, 0.0154, -4.6648], [1.3790, -1.2344, -3.6429], [1.4267, -1.2957, -5.5384], [-0.5191, -5.6089, -1.7625], [0.1686, -4.2885, -1.9855], [0.1952, -3.7620, -3.0967], [0.8224, -3.6373, -0.7962], [-0.9454, -5.9602, -2.7081], [0.2031, -6.3488, -1.4082], [-1.3279, -5.4888, -1.0373], [1.6044, -4.2892, -0.3988], [0.0734, -3.4293, -0.0279], [1.2788, -2.6911, -1.1060], [-0.2084, 5.1517, 2.6200], [-0.6701, 4.1241, 1.6216], [-0.0250, 3.0970, 1.4175], [-1.9517, 4.4019, 0.8824], [0.7296, 4.8182, 3.0765], [-0.0327, 6.1059, 2.1170], [-0.9581, 5.2685, 3.4067], [-1.8537, 5.3226, 0.3018], [-2.7791, 4.4853, 1.5916], [-2.1608, 3.5749, 0.1954], [-1.5239, -0.0809, 2.7231], [-1.9856, -1.1085, 1.7247], [-1.3405, -2.1355, 1.5206], [-3.2672, -0.8307, 0.9855], [-0.5859, -0.4144, 3.1796], [-1.3482, 0.8733, 2.2201], [-2.2736, 0.0359, 3.5098], [-3.1692, 0.0900, 0.4049], [-4.0946, -0.7473, 1.6947], [-3.4763, -1.6576, 0.2985], [-5.4729, -2.4149, 5.8781], [-4.7852, -1.0946, 5.6551], [-4.7586, -0.5681, 4.5439], [-4.1314, -0.4433, 6.8444], [-5.8992, -2.7663, 4.9324], [-4.7507, -3.1548, 6.2324], [-6.2817, -2.2949, 6.6032], [-3.3494, -1.0953, 7.2418], [-4.8804, -0.2354, 7.6126], [-3.6750, 0.5028, 6.5346]]}

{"formula": "C21H42N3", "method": "ωB97M-V/def2-TZVPD", "e_tot_ev": -26922.5677, "orbital_gap_ev": 6.4, "e_lumo_ev": -4.09, "de_lowest_ev": 0.000, "charge": 1, "elements": ["C", "C", "C", "C", "C", "C", "C", "C", "C", "C", "C", "C", "C", "C", "N", "N", "C", "H", "H", "H", "H", "H", "H", "H", "H", "H", "H", "H", "H", "H", "H", "H", "H", "H", "H", "H", "H", "H", "H", "H", "H", "H", "H", "H", "C", "C", "N", "C", "C", "C", "C", "H", "H", "H", "H", "H", "H", "H", "H", "H", "H", "H", "H", "H", "H", "H"], "xyz": [[8.9407, -1.2587, 0.5515], [8.1211, 0.0449, 0.6396], [6.5997, -0.1910, 0.5424], [5.9603, -0.7473, 1.8402], [4.9932, 0.2237, 2.5430], [3.8766, 0.7904, 1.6357], [2.6263, 1.0754, 2.5333], [1.7715, 2.2591, 2.0127], [1.3276, 2.0849, 0.5270], [-0.2005, 1.9953, 0.3640], [-0.8186, 0.7211, 0.9109], [-0.1894, -0.5262, 0.9842], [-0.8943, -1.6204, 1.4760], [-2.1992, -1.4917, 1.8900], [-3.0279, -2.5282, 2.3829], [-2.7684, -0.2779, 1.8309], [-2.1142, 0.7840, 1.3510], [8.8650, -1.7061, -0.4492], [8.6335, -2.0131, 1.2906], [10.0086, -1.0715, 0.7336], [8.4048, 0.6457, -0.2369], [8.3890, 0.5416, 1.5824], [6.1336, 0.7551, 0.2243], [6.4312, -0.8834, -0.2986], [5.4418, -1.6872, 1.6075], [6.7662, -0.9649, 2.5589], [4.4911, -0.3472, 3.3397], [5.4958, 1.0800, 3.0159], [3.5321, 0.0515, 0.8901], [4.1636, 1.6874, 1.0729], [1.9768, 0.1924, 2.6066], [3.0333, 1.3818, 3.5074], [2.3974, 3.1594, 2.0788], [0.9023, 2.4391, 2.6654], [1.8371, 1.2629, 0.0096], [1.6417, 3.0004, 0.0054], [-0.4196, 2.0638, -0.7155], [-0.7062, 2.8451, 0.8396], [0.8431, -0.6335, 0.6585], [-0.4483, -2.6089, 1.5607], [-2.5374, -3.1343, 3.0305], [-3.3581, -3.0514, 1.5739], [-3.7376, -0.1604, 2.1134], [-2.6528, 1.7282, 1.3050], [-3.0867, -0.4476, -1.7172], [-4.1286, -0.9211, -2.7178], [-5.4850, -0.8484, -2.2091], [-6.4528, -1.5466, -3.0472], [-6.6897, -1.0133, -4.4627], [-5.9084, 0.4512, -1.7129], [-5.8551, 1.6417, -2.6773], [-3.1690, -1.0017, -0.7782], [-2.0848, -0.6104, -2.1194], [-3.1824, 0.6196, -1.5032], [-3.9044, -1.9647, -2.9542], [-4.0034, -0.3565, -3.6529], [-7.4089, -1.5912, -2.5194], [-6.1280, -2.5890, -3.1273], [-7.2925, -0.1069, -4.4592], [-7.2424, -1.7559, -5.0418], [-5.7592, -0.8184, -4.9969], [-5.2959, 0.6990, -0.8376], [-6.9216, 0.3643, -1.3131], [-4.9330, 1.6653, -3.2604], [-5.9029, 2.5752, -2.1120], [-6.6978, 1.6453, -3.3654]]}